ORCA calculation (ωB97M-V/def2-TZVPD) on a molecular structure, C38H56BN9RuS4.

Values from the calculation:
DFT total energy: -3686.58426 Ha
Max |F|: 0.24 eV Å⁻¹
Net charge: +2
Energy above the lowest of the compared OMol25 structures with the same formula, charge and spin: 0.0 kJ/mol
2S+1: 5

Last column: Löwdin spin population.
Atoms and positions in Å:
1 H -0.61062 -2.29737 -3.63776  0.000
2 H -2.45712 3.20376 -1.01124  0.004
3 H 5.20022 -3.32720 1.46927  0.000
4 H 1.14724 -3.18798 4.82209  0.000
5 H 7.70409 0.85302 0.13557  0.000
6 H 2.40055 -1.78495 6.09196  0.000
7 H 7.37039 -0.86099 -0.08934  0.000
8 H 1.49713 2.57443 0.59548  0.001
9 C 0.66647 0.60427 -2.39479  0.004
10 H -1.14978 3.89961 -3.89669  0.000
11 C 0.74593 -4.36230 -2.31900  0.010
12 H -5.87388 3.89425 0.13838  0.000
13 H -5.88438 2.12918 0.07844  0.000
14 C -0.63173 5.44572 -0.94009  0.007
15 Ru 0.40315 0.24121 -0.40398  2.747
16 N -0.76409 -1.71149 2.64047  0.009
17 N -2.64873 -0.21898 1.71129  0.016
18 H 3.95759 -1.16939 5.56173  0.000
19 C 0.41518 1.84611 -3.01751  0.034
20 H -1.67200 5.99389 -2.73355  0.000
21 H 6.00396 -1.81690 1.91686  0.000
22 H -3.40351 -4.22457 -1.83677  0.000
23 H 4.97609 -3.58063 -1.05469  0.000
24 H 4.10371 -2.21663 -1.78058  0.000
25 C 5.80723 -2.50027 1.09589  0.000
26 S 0.38157 0.68755 1.97663  0.152
27 H -3.92442 2.34466 -1.52509  0.003
28 C 5.47132 1.68794 0.92684  0.001
29 H -2.87178 -2.28702 2.43407  0.000
30 C -3.84754 1.45767 2.48266  0.010
31 H 4.29120 -0.17968 3.32943  0.000
32 C 2.40018 -0.72769 4.17930  0.001
33 S 3.47497 0.17857 -0.73148  0.056
34 C 3.03955 -1.64463 5.22000  0.000
35 C 0.64277 -2.57881 4.09929  0.007
36 N -1.97201 -2.39193 0.43643  0.004
37 C -0.51554 -2.79892 3.44575  0.007
38 H 3.30819 -2.61615 4.80429  0.000
39 N -1.42473 -3.50635 -1.36688  0.012
40 C 7.19381 -0.01106 0.56175  0.001
41 C -0.95320 -2.70387 -0.38593  0.034
42 H 6.75118 -2.90806 0.73149  0.000
43 H -3.95498 4.08793 -1.27627  0.001
44 C -3.35206 0.24799 2.79989  0.011
45 H -0.86292 6.36506 -0.41909  0.000
46 H -5.86709 2.97397 1.63463  0.000
47 H 1.69591 1.34211 4.13447  0.001
48 C 1.37880 -0.31786 -4.52643  -0.004
49 C 0.00052 3.06924 -2.28878  0.004
50 H 1.39098 0.49179 5.65814  0.000
51 C 4.33620 -2.72302 -0.84813  0.001
52 N 1.27016 2.30578 -0.35841  0.045
53 N -3.46229 1.74430 1.18849  0.019
54 B -2.06674 -1.65910 1.80566  0.002
55 H 7.61672 -0.21203 1.54664  0.000
56 H -2.29704 4.16945 1.31593  0.000
57 N 5.76233 0.29196 0.63075  0.012
58 C 3.34255 -0.59652 2.98711  0.002
59 C -3.96114 3.01829 0.54688  0.001
60 C 1.18067 -0.44908 -3.16469  0.050
61 H 1.24903 1.01006 -6.20952  0.003
62 S 0.67890 -2.10095 -0.18155  0.240
63 C -5.48871 2.99301 0.61391  0.001
64 C -3.38716 4.18195 1.35349  0.001
65 C -1.37623 -5.55435 -2.72291  0.000
66 C 4.84160 -0.49534 0.03727  0.014
67 H -3.45519 -0.33407 3.69817  0.001
68 C 0.63060 1.95300 -4.39411  -0.008
69 H -3.70387 4.16012 2.39563  0.000
70 H 1.30481 -3.43408 -2.39097  0.005
71 S -1.92766 0.56391 -0.80942  0.293
72 H 3.02322 1.02083 5.24863  0.000
73 H -0.83208 -6.07531 -3.50879  0.000
74 H 1.11150 -5.03028 -3.09820  0.001
75 H 3.40897 -3.07547 -0.39072  0.001
76 C 1.08878 0.88767 -5.14677  0.049
77 N 1.11515 -1.34501 3.69695  0.010
78 H 0.95140 -4.82834 -1.35458  0.002
79 C -1.07856 5.23885 -2.23601  0.002
80 H -1.19813 -3.62799 3.50089  0.000
81 N 5.05747 -1.82513 0.04174  0.005
82 H 3.53294 -1.57861 2.54967  0.000
83 H 6.16635 2.02100 1.69671  0.000
84 H 1.77107 -1.15008 -5.09658  0.000
85 H -0.55482 -3.75177 -4.64552  0.000
86 C 2.09824 0.61702 4.83744  0.002
87 H -2.41713 -5.51337 -3.03658  0.000
88 C 0.24138 -0.83927 2.80080  0.024
89 C -2.78675 -3.64225 -1.18082  0.006
90 H 2.17132 2.21414 -0.83523  0.002
91 H 2.93847 0.05237 2.21165  0.001
92 H -2.08981 -3.21447 -3.96052  0.000
93 C -1.01934 -3.29859 -3.76931  0.001
94 H 0.49949 4.62965 0.69422  0.000
95 H -1.30171 -6.14409 -1.80858  0.000
96 H -4.06486 -2.86203 0.43066  0.000
97 C -3.53718 3.15170 -0.90504  0.011
98 H 0.47676 2.90696 -4.87985  -0.002
99 H 5.59220 2.31664 0.04166  0.000
100 C -0.77185 4.05933 -2.89594  0.006
101 H -3.73585 5.11954 0.92104  0.000
102 H -4.45499 2.12622 3.06218  0.001
103 H 1.44292 -1.37711 -2.68333  0.002
104 C -2.71360 0.70909 0.74231  0.034
105 H 4.45526 1.78968 1.29552  0.000
106 C -3.11676 -2.96374 -0.06662  0.010
107 C 0.44320 3.30302 -0.98866  0.010
108 C 0.12672 4.46922 -0.31181  0.002
109 C -0.74968 -4.16807 -2.54503  0.001

***

ORCA calculation (ωB97M-V/def2-TZVPD) on 5 unconnected molecules or ions with the total composition C38H56ClF5IN3O18P at a distorted geometry.

Values from the calculation:
DFT total energy: -4598.56922 Ha
Max |F|: 6.40 eV Å⁻¹
Net charge: -1

Last column: Löwdin charge in e.
Atoms and positions in Å:
1 H 2.72749 5.64546 0.33868  0.065
2 C -7.93287 -2.33993 0.49850  -0.097
3 H 8.39252 -6.93024 0.33164  0.175
4 O 8.14968 -4.20366 0.91201  0.048
5 H -5.55631 1.84650 -0.71224  0.109
6 H 5.90175 4.37226 1.57510  0.063
7 C -3.61480 -10.52039 1.09263  -0.326
8 O -2.72034 -9.69178 1.80463  0.145
9 H -7.46704 -3.30321 0.08185  0.079
10 N 8.32810 2.54657 -2.69424  0.102
11 C 6.37319 1.97310 -0.06481  -0.268
12 O 6.13822 3.38374 -3.34045  0.093
13 O -5.08167 1.11689 -3.88614  0.153
14 H 7.70517 -1.78340 2.45419  0.067
15 H -3.39258 4.13821 0.36738  0.107
16 H -4.19546 6.38455 -1.21668  0.094
17 H 4.88675 4.50579 3.87819  0.114
18 F -4.32781 -3.24890 -3.99943  0.071
19 C 6.44245 0.58417 -0.91877  -0.138
20 H -5.50202 -2.25437 -2.03775  0.148
21 H -9.05347 -0.09384 3.10908  0.105
22 H 9.38323 -4.91953 -0.60018  0.144
23 H 2.07803 4.81814 -2.49629  0.108
24 C -3.96020 -2.02542 -3.54268  -0.312
25 C 9.28625 -4.94115 0.48636  -0.064
26 F -3.75332 -5.85771 0.64437  0.074
27 O -3.04111 -7.65578 2.73758  0.164
28 H -7.89874 1.65142 -1.84880  0.097
29 H 1.53761 3.46383 -1.38130  0.070
30 O 7.44345 0.94992 -4.28715  0.120
31 H -8.47668 -0.96088 -1.38458  0.113
32 C 7.28146 -0.93467 1.80259  -0.066
33 H -5.81357 4.12370 0.49703  0.107
34 H 4.36607 0.82172 2.57881  0.058
35 H -2.87245 -1.92229 -3.59558  0.178
36 C -1.92978 6.05707 -0.83085  -0.226
37 H 3.67924 2.82696 -1.08140  0.036
38 N 4.66989 1.04378 3.55076  0.064
39 H 0.93668 6.61817 -1.35440  0.119
40 H 3.81437 1.18709 4.12515  0.078
41 C 1.82528 4.56577 -1.39640  -0.282
42 H 7.11192 1.98222 0.81614  0.123
43 C -4.41152 -9.54767 0.28356  -0.065
44 H -1.84388 7.19472 -0.99374  0.105
45 H -4.20755 -11.11162 1.79677  0.176
46 H 3.80482 5.56912 -1.18485  0.097
47 O 5.43752 4.20209 -0.67323  -0.413
48 H -3.92581 -9.28666 -0.66094  0.151
49 H -5.41873 -9.90930 0.07154  0.144
50 C 6.89947 -1.42517 0.31526  -0.247
51 C 4.74963 4.33998 1.67971  -0.272
52 H -7.85146 -2.77413 2.89221  0.071
53 H 5.83878 0.66930 -1.89954  0.153
54 H -1.05752 4.12836 -1.62123  0.110
55 O 4.99984 1.94058 0.38178  -0.365
56 H 6.40735 -2.46519 0.38719  0.114
57 H 6.30500 -0.61260 2.32880  0.077
58 C -8.16476 2.17365 0.29875  -0.177
59 C -3.36981 -8.50424 1.96043  -0.527
60 H -3.43107 3.35740 -1.29250  0.108
61 H -4.93520 -4.84815 2.58916  0.149
62 F -2.89576 -11.34469 0.29372  0.077
63 F 10.13509 -6.96540 1.33180  0.072
64 C -3.38700 -4.63326 1.09006  -0.311
65 O 6.52962 2.47153 3.64879  -0.006
66 C 4.44782 3.73950 3.12325  -0.192
67 C -3.88365 4.21669 -0.66365  -0.199
68 O -3.99214 -3.65544 0.26789  0.113
69 C 6.97527 3.08427 -2.46841  -0.421
70 H 7.54525 0.40486 -1.18610  0.110
71 O -4.44633 -8.40491 1.12711  0.058
72 C 8.99254 -6.31242 1.00621  -0.327
73 N -8.88645 -0.20421 0.79883  -0.189
74 H -3.86602 -2.05191 -1.38651  0.110
75 O 8.26629 -6.06011 2.19033  0.139
76 C -4.82001 0.00909 -3.51821  -0.522
77 O -4.57112 -1.04045 -4.35275  0.139
78 O -4.72839 -0.35424 -2.21000  0.074
79 H -8.51162 3.13663 0.83366  0.107
80 O 5.87698 -0.53179 -0.19290  -0.167
81 H -0.80121 5.69064 -2.70680  0.113
82 H -3.29984 -4.64254 3.24898  0.144
83 P 4.07603 3.42622 0.17344  0.352
84 H -5.72166 2.69428 -2.38438  0.104
85 C -8.12129 -2.08796 2.02716  -0.083
86 H -1.83416 5.90500 0.30739  0.105
87 H 0.52678 5.56582 0.16565  0.104
88 C -0.78529 5.23503 -1.65237  -0.209
89 H -8.16593 3.47160 -1.63425  0.108
90 O -4.15921 -2.94707 2.40328  0.081
91 H -9.85297 1.04223 -0.75791  0.120
92 O -4.50213 -1.49278 0.70552  0.165
93 C 8.38504 1.53837 -3.74924  -0.362
94 I 8.29451 4.63914 -0.29852  0.829
95 H -2.29900 -4.53178 1.04188  0.183
96 H -6.03184 4.95456 -1.12735  0.103
97 C 0.62944 5.56880 -0.97686  -0.238
98 H -3.30315 5.41494 -2.50905  0.110
99 H 4.44447 5.45468 1.71032  0.103
100 Cl 2.37908 2.48272 1.10870  0.269
101 C -5.49708 4.08267 -0.61296  -0.211
102 C -3.38363 5.58951 -1.37256  -0.225
103 H 7.97587 -0.03070 1.83016  0.073
104 F 9.71408 1.15805 -4.16407  0.014
105 C 3.09932 4.96117 -0.50017  -0.327
106 C 7.62740 -4.87345 1.97907  -0.530
107 C -8.77178 -0.67180 2.17379  -0.046
108 C -6.03793 2.71986 -1.26746  -0.219
109 H 7.80725 -1.55243 -0.36836  0.111
110 C -9.40084 1.11119 0.28339  -0.155
111 H 3.34536 3.66416 3.41696  0.077
112 C -3.97038 -4.35586 2.43810  -0.065
113 H -10.14482 1.51370 1.06842  0.120
114 H -7.25366 1.74216 0.86317  0.122
115 C -7.65098 2.56204 -1.17764  -0.204
116 C -4.53802 -1.75999 -2.18925  -0.079
117 C -8.45440 -1.09739 -0.25773  -0.064
118 C -4.24439 -2.59558 1.08999  -0.530
119 C 6.57458 3.36444 -0.91291  -0.654
120 O 6.71837 -4.47354 2.64242  0.178
121 H 8.68549 2.06620 -1.84042  0.108
122 H 10.18738 -4.50647 0.92826  0.150
123 C 5.28105 2.38612 3.44946  -0.406

***

ORCA calculation (ωB97M-V/def2-TZVPD) on a molecular structure, C38H56MnN5O4S.

Values from the calculation:
DFT total energy: -3605.60669 Ha
Max |F|: 0.86 eV Å⁻¹
Net charge: -1
Energy above the lowest of the compared OMol25 structures with the same formula, charge and spin: 31.3 kJ/mol
2S+1: 6

Last column: Löwdin spin population.
Atoms and positions in Å:
1 H -3.41380 5.07645 3.29099  0.000
2 H -2.65110 -3.27008 -6.05652  0.000
3 H 2.86900 -2.75620 -5.51616  0.000
4 H 4.87302 -0.72312 4.92448  0.000
5 C -3.61027 0.12657 -2.10265  0.000
6 H -1.42085 -4.54791 -4.60004  0.000
7 H -5.93822 2.31312 -3.44712  0.000
8 N 3.88285 -4.65421 -2.03442  0.002
9 H -4.16420 2.42183 -3.43626  0.000
10 H -0.83348 -0.94294 -5.58395  0.000
11 C -1.83451 4.05012 2.20944  0.000
12 H 2.40980 0.82633 5.97690  0.000
13 H -0.33818 4.94881 3.52400  0.000
14 C 2.81405 1.34073 -1.06693  0.010
15 H -0.27768 -2.60534 -5.88271  0.000
16 C -1.18433 2.66243 2.17726  0.000
17 C -5.18623 1.76267 -0.95956  0.000
18 C -1.75380 -2.42532 -4.29347  0.000
19 H 1.50479 -1.48143 4.17436  0.000
20 C 0.65718 0.47917 4.73906  0.000
21 H -6.10522 -0.77953 -1.30398  0.000
22 C -6.10015 -0.17248 -2.21415  0.000
23 C -2.92625 4.09477 3.28843  0.000
24 C -1.44123 -3.83944 -3.76444  0.000
25 C 2.03584 1.11341 4.98593  0.000
26 H 0.05662 5.04113 1.80333  0.000
27 H -3.24921 3.67941 0.60524  0.000
28 C 0.08618 0.94725 3.37849  0.000
29 C 5.31483 0.77105 2.65967  0.000
30 O 3.25038 0.54334 -0.18381  0.032
31 H -2.52163 3.91615 4.28674  0.000
32 C 5.52626 -1.48762 1.60245  0.000
33 C 3.41162 -0.76920 2.60756  0.002
34 H 6.40816 0.83808 2.66298  0.000
35 N 2.31580 -1.63736 -2.62141  0.032
36 H 2.75793 0.79724 4.23698  0.000
37 H 6.39560 -1.27566 4.19506  0.000
38 H -5.99248 -0.84696 -3.06740  0.000
39 C 3.84450 -2.77364 -5.02290  0.001
40 H -1.18801 6.11089 2.48570  0.000
41 H -0.22325 -1.50318 4.56154  0.000
42 C -1.13864 1.89332 1.02413  0.003
43 H -5.18531 1.20136 -0.02031  0.000
44 H 4.92707 1.21321 1.73945  0.000
45 H -0.23479 1.99118 6.07650  0.000
46 C 2.25559 -0.83644 2.31866  0.005
47 H -6.15444 2.26435 -1.05497  0.000
48 H -2.96479 5.38822 0.95404  0.000
49 H -1.52158 2.27322 0.08883  0.000
50 C 3.15034 -3.62108 -1.58245  0.006
51 C -0.56193 -1.88746 -5.10330  0.000
52 H 3.39481 2.25611 -1.25474  0.001
53 C 4.88360 -0.69754 2.74909  0.000
54 H -4.41258 2.53137 -0.90549  0.000
55 N 4.27497 -4.52995 -3.33392  0.001
56 N 3.05811 -2.81618 -2.64976  0.004
57 C -0.61961 2.15424 3.34106  0.004
58 C -5.01044 1.72913 -3.42514  0.000
59 H 6.61764 -1.46978 1.70482  0.000
60 H -1.29976 0.62118 5.70918  0.000
61 H 1.95522 2.20315 4.94874  0.000
62 H -4.96539 1.12795 -4.33656  0.000
63 C -3.25778 -0.70531 -3.15796  0.002
64 O 1.77298 1.15214 -1.72914  0.033
65 O -0.10782 -2.06202 -1.85744  0.035
66 S 2.49511 -3.37685 -0.04464  0.030
67 H 4.16706 -5.44030 -1.48341  0.000
68 C 5.30464 -1.29498 4.09741  0.000
69 C -1.46411 -0.34189 -1.02732  0.004
70 H -7.06880 0.33536 -2.29720  0.000
71 H 0.31665 -1.69711 -4.48307  0.000
72 Mn 1.52343 -0.90985 -0.56522  4.711
73 H 0.98599 -1.34598 5.84937  0.000
74 H -3.00526 0.88887 -0.19130  0.000
75 O 0.98592 -0.89756 1.98352  0.024
76 H 5.18108 -2.52279 1.60382  0.000
77 C -4.96006 0.85185 -2.16482  0.000
78 N -0.47251 -0.22993 -0.07629  0.031
79 H -3.93767 -0.80149 -3.99426  0.000
80 H -3.19199 -1.62025 -5.74015  0.000
81 H -3.81842 -2.96388 -4.75848  0.000
82 C -0.76096 5.10196 2.52711  0.000
83 H -0.69141 2.73830 4.24783  0.000
84 H -0.48747 -3.89677 -3.24351  0.000
85 C -2.07844 -1.45589 -3.14216  0.000
86 C 3.74282 -3.39840 -3.68604  0.001
87 C -0.26274 0.91563 5.89538  0.000
88 H 5.24437 -1.04705 0.64331  0.000
89 H 4.54430 -3.34410 -5.63012  0.000
90 C 0.19299 0.27063 2.16701  0.006
91 H -1.74913 4.45755 0.06637  0.000
92 C -2.72401 0.29000 -1.04279  0.002
93 H 0.58173 -1.98084 -2.56563  0.001
94 C 0.74141 -1.05556 4.82308  0.000
95 H 0.07488 0.42675 6.81262  0.000
96 H 4.96404 -2.33034 4.18179  0.000
97 C -0.51178 0.63469 0.99497  0.006
98 C -2.48417 4.40952 0.87413  0.000
99 H 4.19532 -1.74395 -4.94224  0.000
100 H 2.63746 -1.03745 -3.36650  0.002
101 H 4.93020 1.34217 3.50953  0.000
102 C -1.22180 -1.27861 -2.05985  0.004
103 H -3.68600 3.33244 3.09097  0.000
104 H -2.21733 -4.15776 -3.06173  0.000
105 C -2.93113 -2.56984 -5.26356  0.000